14
Properties=species:S:1:pos:R:3:forces:R:3:mulliken_charge:R:1 method="wB97M-V/def2-TZVPD" gap_ev=9.673 charge=+1
C 2.19524 0.44187 1.25175 -1.5 -2.1 -0.8 -0.367
C 1.55628 -0.74034 1.11780 -0.6 -0.1 0.7 -0.278
C 1.26673 1.09969 0.28853 -1.5 0.7 -0.6 -0.418
C -1.89462 -0.27749 -0.92129 1.4 0.2 -3.0 -1.090
C -0.55329 -0.71743 -0.24237 0.0 -1.1 1.7 0.432
N 0.43276 -0.16183 0.43611 -1.0 0.0 -3.3 0.035
H 3.10213 0.65625 1.68255 1.8 0.8 0.8 0.473
H 1.57817 -1.82373 1.31574 0.4 0.8 0.3 0.353
H 0.66815 2.00511 0.37576 0.4 0.1 0.7 0.345
H 1.66331 1.07654 -0.72815 0.1 0.1 0.0 0.254
H -2.19733 -0.88577 -1.85064 1.2 0.0 1.6 0.336
H -2.70188 -0.44487 -0.27296 -0.9 -0.4 1.5 0.324
H -2.08359 0.70570 -1.41390 1.1 -0.1 1.2 0.340
H -0.44377 -1.82589 -0.01213 -0.9 1.2 -0.6 0.261

120
Properties=species:S:1:pos:R:3:forces:R:3:mulliken_charge:R:1 method="wB97M-V/def2-TZVPD" gap_ev=8.586 smiles="NC(N)=O.NC(N)=O.NC(N)=O.NC(N)=O.NC(N)=O.NC(N)=O.CC(C)O.CC(C)O.CC(C)O.CC(C)O.CC(C)O.CC(C)O"
N 12.50059 -15.77574 11.19769 -1.8 1.1 1.9 -0.146
C 13.41481 -15.98474 10.31884 4.1 4.3 -3.0 0.463
N 13.55913 -17.26187 9.94133 0.9 -2.1 -1.1 -0.424
O 14.13898 -14.96096 9.84861 -2.0 -4.2 1.3 -0.327
H 12.38212 -14.85901 11.64090 0.0 -0.3 -0.1 0.012
H 12.03950 -16.57820 11.55293 -0.6 -0.1 0.6 0.191
H 14.31161 -17.65235 9.35738 -1.0 1.1 0.4 0.139
H 13.03664 -17.99141 10.40042 -0.1 0.2 0.1 0.145
N 17.71702 -12.26757 10.07301 -0.8 -3.7 6.7 0.533
C 18.02453 -11.88316 8.92728 7.8 -1.5 -5.9 0.141
N 17.23006 -10.96257 8.44980 -0.7 3.0 -4.3 0.178
O 19.16502 -12.31044 8.30626 -5.4 2.0 2.2 -0.828
H 18.26605 -13.04820 10.49367 -0.8 0.9 -0.7 0.331
H 16.80641 -12.01533 10.47708 1.1 -0.2 -0.1 -0.462
H 17.58875 -10.59822 7.50841 -1.2 -0.7 1.9 0.284
H 16.32338 -10.63993 8.84700 1.0 -1.3 -0.8 -0.568
N 15.17865 -8.35607 14.34923 2.3 1.5 0.0 -0.265
C 14.15765 -9.18588 14.29938 -2.9 -1.4 5.8 0.649
N 13.78203 -9.56326 13.12057 -1.8 -2.4 -1.4 0.486
O 13.47310 -9.60558 15.43863 3.3 1.9 -4.5 -0.900
H 15.44294 -7.98609 15.25231 -0.1 -0.2 -0.2 0.283
H 15.84182 -8.16992 13.54801 -1.6 -0.5 1.3 0.229
H 13.00329 -10.25285 13.06262 0.8 1.3 -0.1 -0.797
H 14.09699 -9.07445 12.29115 0.2 0.2 -0.7 0.238
N 11.30181 -11.17963 13.18340 -1.1 0.9 -2.8 -0.390
C 11.96497 -12.19948 13.66140 0.9 -6.2 -2.3 -0.134
N 12.33572 -11.92690 14.88070 2.8 -2.7 3.3 -0.290
O 12.16696 -13.38918 13.00063 -1.3 5.4 3.0 -0.725
H 10.68986 -11.38238 12.43928 -0.5 0.0 -1.0 0.247
H 11.00345 -10.49968 13.82347 -0.5 0.9 0.9 0.182
H 12.79406 -12.75962 15.25523 -0.1 0.2 0.1 0.350
H 12.89772 -11.09897 15.23235 -0.9 0.7 -0.7 0.287
N 16.41008 -16.84200 9.26921 -3.9 -3.2 1.6 -0.389
C 17.43815 -16.41147 8.61988 5.5 -6.2 -3.0 0.489
N 17.66549 -15.14919 8.55102 2.2 3.0 -1.2 0.063
O 18.30159 -17.32526 8.11374 -3.5 3.9 1.6 -0.794
H 16.11108 -17.80535 9.04150 1.2 0.9 0.3 0.166
H 15.65844 -16.32685 9.69884 0.4 1.2 -0.3 0.456
H 18.42078 -14.88330 7.90648 -0.5 0.1 0.8 0.232
H 16.97245 -14.47668 8.75324 -0.8 0.5 0.2 -0.295
N 16.62259 -8.63102 9.70918 4.4 0.0 1.1 -0.344
C 15.33712 -8.77562 9.78316 -2.9 3.6 6.5 0.111
N 14.79518 -9.22600 8.71021 -3.8 -1.4 -4.0 0.054
O 14.66515 -8.29652 10.93500 2.6 -2.3 -5.6 -0.834
H 17.00039 -8.25213 10.55585 0.1 0.3 0.4 0.374
H 17.26330 -9.39600 9.37933 -1.0 1.3 -0.1 0.517
H 13.76073 -9.28675 8.66252 0.9 -0.1 0.1 0.034
H 15.18295 -9.17675 7.73321 0.0 0.2 2.0 0.366
C 19.85048 -11.32328 14.00918 1.5 0.5 2.1 -1.428
C 18.51657 -11.34770 13.26276 0.0 -7.4 8.7 1.047
C 17.34670 -11.01715 14.21545 0.7 -0.6 1.5 -0.434
O 18.37707 -10.60089 12.31944 -0.1 7.6 -9.9 -0.557
H 20.84641 -11.54438 13.56579 -1.0 -0.1 -0.9 0.365
H 19.85865 -12.07629 14.85488 -0.4 1.2 -0.7 0.155
H 20.04396 -10.28742 14.42472 -0.5 -1.0 -0.1 0.336
H 18.38182 -12.39972 12.92444 0.0 -0.3 0.4 0.085
H 17.56368 -10.05356 14.64011 0.1 0.8 0.1 0.545
H 17.33870 -11.66988 15.08852 -0.5 -0.2 -0.1 0.131
H 16.37087 -10.92463 13.72958 0.4 -0.5 0.0 -0.531
H 18.17097 -11.12821 11.55046 0.1 0.6 -0.9 0.182
C 18.57947 -14.17497 15.73179 -1.1 0.1 1.7 -1.144
C 17.16830 -14.75676 15.74430 6.1 -6.6 3.1 0.798
C 16.63023 -15.15888 17.07636 1.2 -2.9 1.0 -1.653
O 16.28117 -14.05755 15.25131 -7.1 7.2 -5.7 -0.218
H 19.32456 -14.90917 15.92598 0.6 -0.8 -0.2 0.543
H 18.70115 -13.45421 16.54812 -0.1 0.4 -0.4 0.346
H 18.64074 -13.74981 14.77017 0.8 0.7 -1.0 -0.074
H 17.19557 -15.60792 15.03308 0.9 -1.1 0.9 0.289
H 17.35910 -15.74580 17.66574 0.0 0.4 -0.1 0.396
H 15.83215 -15.90036 16.93439 -0.3 0.7 0.1 0.363
H 16.33893 -14.33048 17.67516 -0.5 0.8 0.3 0.381
H 16.40230 -14.09738 14.28236 -0.7 0.8 0.6 -0.169
C 15.97637 -13.86723 5.97735 0.3 1.2 0.1 -1.269
C 14.63460 -13.15582 6.03286 0.4 -7.7 8.5 -0.445
C 14.42910 -12.40369 7.32401 -0.9 0.0 0.7 0.964
O 14.20296 -12.50747 5.08306 -2.5 5.4 -8.4 -0.481
H 15.87363 -14.83425 6.44826 0.3 0.0 0.6 0.213
H 16.77474 -13.19835 6.43061 -0.5 -1.1 -0.7 0.178
H 16.13656 -14.11244 4.94537 0.7 0.1 -0.7 0.487
H 13.87443 -13.96090 6.02766 0.4 -0.7 1.0 0.237
H 14.55784 -12.94358 8.26165 0.6 -0.2 -0.1 -0.868
H 13.37814 -12.11067 7.35803 0.0 0.3 -0.1 -0.279
H 15.01471 -11.50151 7.28263 0.4 0.4 0.2 0.546
H 14.86689 -11.87628 4.91571 0.9 2.1 -1.3 0.451
C 15.09718 -13.30715 12.32666 0.0 -0.4 -1.0 -3.351
C 14.94441 -12.34569 11.16990 -5.7 -9.3 -3.0 2.747
C 13.53595 -12.00694 10.72086 -1.6 -2.1 -1.0 1.103
O 15.52740 -11.28663 11.39621 5.5 8.8 1.6 2.242
H 14.60822 -14.24595 12.18216 -0.6 -0.3 0.1 0.088
H 14.79961 -12.81100 13.20770 -0.5 0.3 1.3 0.876
H 16.14267 -13.52967 12.39050 1.0 -0.1 0.2 0.631
H 15.34691 -12.84262 10.28362 0.2 -0.3 -0.1 0.243
H 12.83850 -12.87209 10.51291 1.1 0.8 0.7 -1.207
H 13.58898 -11.55131 9.73399 0.1 0.6 0.1 -0.679
H 13.06978 -11.36653 11.44367 -0.3 0.4 0.1 -0.559
H 15.05828 -10.92442 12.14178 0.2 1.4 0.8 -0.875
C 11.11993 -13.74111 8.68095 0.0 -1.0 -0.5 -0.543
C 10.63666 -12.74795 7.66433 6.6 -0.1 -0.9 1.441
C 10.90901 -13.23705 6.23566 1.2 -0.3 1.3 -1.497
O 9.39658 -12.47081 7.69499 -8.1 1.8 1.1 -0.625
H 10.96122 -13.44954 9.70966 -0.1 0.3 0.3 0.123
H 12.18797 -13.90154 8.50654 -0.1 -0.3 0.3 -0.240
H 10.54957 -14.66867 8.50553 0.3 0.0 0.2 0.478
H 11.20355 -11.80928 7.82192 0.5 -0.2 -0.1 -0.490
H 10.47541 -12.56335 5.54610 -0.6 0.5 -0.8 0.461
H 10.57541 -14.24754 6.14493 -0.8 -0.6 -0.3 0.388
H 11.96538 -13.32241 6.03942 0.4 0.3 -0.1 0.162
H 9.11671 -11.96891 8.48605 0.3 -0.5 -0.5 0.372
C 11.36549 -7.77728 10.04860 -1.4 0.2 0.7 -1.916
C 11.68243 -9.21518 9.76564 -3.2 0.2 7.3 3.176
C 10.43463 -10.01530 10.28085 1.0 1.5 2.1 -1.347
O 11.82222 -9.47673 8.53102 2.6 -1.6 -6.7 -0.599
H 12.14260 -7.14583 9.77282 1.5 1.2 -0.7 0.446
H 11.21914 -7.59705 11.11468 -0.1 -0.1 0.0 0.366
H 10.43770 -7.45712 9.52519 0.4 -0.2 0.2 0.417
H 12.53182 -9.53209 10.36505 0.3 0.1 -0.2 -2.151
H 9.57445 -9.70303 9.75827 -1.1 0.4 -1.0 0.703
H 10.23058 -9.75384 11.33631 0.1 0.1 -0.5 0.373
H 10.51734 -11.05935 10.26974 0.4 -1.7 -0.5 -0.079
H 11.09033 -9.12748 8.04889 -0.7 0.3 -0.9 0.516

The evaluated maximum force for the records listed, in turn: 3.42; 12.53 eV/A.